27
Properties=species:S:1:pos:R:3:forces:R:3:nbo_charge:R:1 method="wB97M-V/def2-TZVPD" total_energy_ha=-893.5086 max_force_ha_per_bohr=0.102 total_charge=+1 relative_energy_kcal_mol=22.8 homo_lumo_gap_ev=10.0775 smiles="C[N@H+]1CCC(=O)C[C@H]1P(N)(N)=O" multiplicity=1
C -0.3176 -2.2039 -0.5256 1.467 -2.346 -1.208 -0.44
N 0.7038 -1.2678 0.0734 -1.179 -1.695 1.143 -0.36
C 1.5480 -0.6956 -1.0169 2.048 -2.735 1.610 -0.20
C 2.2559 0.5355 -0.6271 0.551 2.118 -2.395 -0.56
C 1.4377 1.5458 0.1074 -0.115 0.918 0.202 0.61
O 1.3538 2.7225 -0.2081 -0.075 -1.929 0.774 -0.48
C 0.7952 0.8539 1.3204 -1.818 2.855 0.057 -0.57
C -0.0688 -0.2941 0.9056 -1.685 1.328 -0.811 -0.34
P -1.5647 0.5929 -0.1471 0.282 -0.790 -0.645 2.21
N -1.6516 2.1407 0.3392 0.821 -0.566 -2.176 -1.21
N -2.9750 -0.1026 0.2356 2.368 -1.267 -2.765 -1.21
O -1.3152 0.3763 -1.5848 0.749 0.264 0.038 -1.10
H -0.7128 -2.9461 0.1964 -0.001 1.017 -0.072 0.24
H -1.0091 -1.5881 -1.0622 -0.571 -0.051 -0.060 0.27
H 0.1998 -2.8573 -1.3045 -0.415 0.949 0.955 0.24
H 1.2499 -1.8916 0.7448 -0.344 1.375 -1.130 0.44
H 0.9401 -0.5269 -1.8310 -1.432 0.099 -1.770 0.26
H 2.2729 -1.5665 -1.1651 -0.808 1.393 -0.536 0.23
H 2.6118 1.0435 -1.5794 -0.153 -0.719 1.133 0.28
H 3.0882 0.3109 -0.0228 1.269 -0.175 0.832 0.24
H 1.4941 0.5105 1.9899 2.344 -0.744 1.395 0.24
H 0.2342 1.6335 1.9219 0.388 -1.046 -0.806 0.26
H -0.4309 -0.8839 1.7490 -0.241 0.271 -0.004 0.24
H -1.8903 2.2997 1.2661 -0.433 1.151 1.641 0.41
H -1.2988 2.8634 -0.3053 -0.222 -0.405 0.997 0.47
H -3.5033 0.0467 0.9749 -2.770 1.101 4.338 0.40
H -3.4469 -0.6513 -0.4447 -0.025 -0.372 -0.739 0.43


13
Properties=species:S:1:pos:R:3:forces:R:3:nbo_charge:R:1 method="wB97M-V/def2-TZVPD" total_energy_ha=-344.3695 max_force_ha_per_bohr=0.013 relative_energy_kcal_mol=145.8 homo_lumo_gap_ev="7.1329 / 7.1072" multiplicity=1
O -2.2750 -0.1022 -0.2803 -0.204 0.125 0.040 -0.72
C -1.5483 -0.2587 0.9077 0.054 -0.023 0.173 -0.16
C 0.7135 -0.5160 -0.5387 0.460 -0.129 -0.471 -0.10
C -0.4845 0.8347 0.9466 -0.219 0.313 -0.037 0.39
O -0.6098 1.7995 0.2032 0.167 -0.361 0.285 -0.58
C 1.9896 -0.5009 -0.9595 0.197 0.129 -0.045 -0.22
C 3.1978 -0.4540 -1.1771 -0.185 0.022 -0.026 -0.06
H -2.1228 0.8315 -0.5217 -0.123 -0.175 -0.112 0.48
H -2.1833 -0.1708 1.8028 -0.019 0.128 -0.061 0.18
H -1.0860 -1.2500 0.9160 -0.075 0.223 0.187 0.20
H -0.0833 -0.5583 -1.2878 0.127 -0.002 0.067 0.20
H 0.2838 0.8427 1.7362 -0.147 -0.213 -0.041 0.15
H 4.2073 -0.4013 -1.5128 -0.033 -0.038 0.042 0.24


49
Properties=species:S:1:pos:R:3:forces:R:3:lowdin_spin:R:1 method="wB97M-V/def2-TZVPD" total_energy_ha=-4856.9970 max_force_ha_per_bohr=0.024 total_charge=-1 relative_energy_kcal_mol=12.2 homo_lumo_gap_ev="8.0341 / 6.6792" multiplicity=3
Pd -0.3919 0.4957 0.1336 -0.043 -1.141 0.528 1.21
Se -1.8902 -1.1826 -1.1164 -0.086 0.289 0.138 0.25
C -1.1533 -2.7071 -0.4417 0.026 -0.255 -0.004 0.03
N -0.7491 -3.7035 -0.0132 0.018 0.041 0.014 0.03
C 0.0344 0.6859 -6.8200 -0.009 -0.030 0.067 0.00
C 0.4936 0.5878 -5.3888 0.005 0.060 -0.027 0.00
C -0.2302 1.1920 -4.3672 0.014 -0.024 0.039 0.00
C 0.2286 1.1707 -3.0583 0.041 0.125 0.024 0.01
C 1.4211 0.5303 -2.7600 -0.020 0.051 -0.024 0.00
C 2.1551 -0.0823 -3.7661 -0.005 -0.039 0.058 0.00
C 1.6884 -0.0526 -5.0690 -0.033 -0.020 -0.027 0.00
S 2.0546 0.4876 -1.0992 0.785 0.281 -0.129 0.00
O 1.5805 1.7145 -0.4339 -0.202 -0.126 -0.222 0.03
O 3.4830 0.3788 -1.2256 -0.003 -0.151 0.087 0.02
O 1.4215 -0.6906 -0.4393 -0.107 0.319 -0.208 0.12
H -1.0411 0.8537 -6.8762 0.009 -0.006 -0.013 0.00
H 0.2723 -0.2205 -7.3779 -0.001 0.004 0.005 0.00
H 0.5295 1.5227 -7.3186 -0.017 -0.009 -0.026 0.00
H -1.1632 1.6980 -4.5873 0.017 -0.005 -0.028 0.00
H -0.3295 1.6960 -2.2916 0.022 -0.042 -0.021 0.00
H 3.0927 -0.5600 -3.5153 -0.011 -0.007 -0.023 0.00
H 2.2637 -0.5279 -5.8561 0.009 0.005 0.013 0.00
O -3.1540 1.1928 0.9203 -0.058 0.168 -0.032 0.01
Cl -2.4968 2.4332 0.5895 -0.546 0.733 0.046 0.00
O -3.4070 3.5334 0.7039 0.166 -0.131 -0.035 0.00
O -1.3614 2.6247 1.4822 -0.036 -0.201 -0.063 0.02
O -1.9842 2.3541 -0.7770 0.022 -0.208 0.206 0.02
C -2.3041 -0.9914 4.4788 -0.012 -0.046 -0.091 0.01
C -2.1527 -1.0023 2.9577 -0.047 0.123 -0.066 0.02
P -0.4889 -0.5685 2.3246 0.079 0.151 0.117 0.14
C 0.4127 -2.1156 2.7158 0.225 0.056 -0.331 0.03
C 1.9102 -2.1319 2.4053 -0.070 0.003 0.062 0.00
C 0.1785 0.6450 3.5323 0.100 0.140 -0.255 0.03
C 1.4089 1.3948 3.0102 -0.067 -0.025 0.048 0.00
H -3.3228 -1.2792 4.7442 0.020 -0.020 0.027 0.00
H -2.1290 0.0045 4.8856 0.001 -0.022 0.021 0.00
H -1.6217 -1.6888 4.9683 -0.003 0.019 0.017 0.00
H -2.8578 -0.3108 2.4999 0.007 -0.016 -0.004 0.00
H -2.3647 -1.9940 2.5501 -0.029 0.009 -0.042 0.00
H -0.0780 -2.8916 2.1273 -0.045 -0.040 0.052 0.00
H 0.2360 -2.3154 3.7766 -0.073 -0.025 -0.001 0.01
H 2.0919 -1.8402 1.3741 0.033 0.009 -0.008 0.00
H 2.3003 -3.1414 2.5463 0.005 0.012 0.024 0.00
H 2.4705 -1.4633 3.0606 -0.004 0.000 0.001 0.00
H 0.4046 0.1168 4.4622 -0.076 0.025 0.047 0.01
H -0.6191 1.3678 3.7144 -0.027 -0.039 0.052 0.00
H 2.2521 0.7273 2.8341 -0.003 0.010 -0.022 0.00
H 1.7190 2.1548 3.7301 0.013 -0.032 0.007 0.00
H 1.1868 1.8985 2.0705 0.015 0.024 0.000 0.00


51
Properties=species:S:1:pos:R:3:forces:R:3:lowdin_spin:R:1 method="wB97M-V/def2-TZVPD" total_energy_ha=-6450.1544 max_force_ha_per_bohr=0.088 relative_energy_kcal_mol=5.4 homo_lumo_gap_ev="5.6787 / 6.8225" multiplicity=5
Ru -0.6009 -1.6641 -0.6700 1.066 0.952 -0.281 2.45
C 1.3367 -4.0748 -2.6197 0.252 1.113 0.353 0.00
C 0.9511 -4.4960 -1.2662 0.370 -1.213 2.816 0.01
C 1.5259 -5.7407 -0.7578 -1.091 0.575 -0.208 0.00
C 1.2089 -6.2210 0.5055 1.704 -0.123 -2.376 0.01
C 0.3841 -5.4257 1.2823 -0.961 0.573 2.406 0.00
C 0.0187 -5.7498 2.6350 -0.405 -0.041 -0.212 0.02
Br 0.2378 -7.5240 3.1677 0.284 -0.710 0.452 0.00
C -0.6270 -4.8907 3.4862 0.361 0.918 -0.277 0.00
C -0.9036 -3.5771 2.9573 0.277 -2.093 2.711 0.02
Br -1.6349 -2.3122 4.1052 -0.238 0.314 0.187 0.01
C -0.5890 -3.2524 1.6951 -1.954 2.096 0.210 0.00
O -0.9450 -2.0780 1.2311 -0.028 1.194 -1.050 0.12
C -0.0472 -4.1523 0.8473 2.514 -2.916 -2.416 0.00
N 0.2190 -3.7355 -0.4384 0.114 -0.178 -0.962 0.01
H 1.2460 -4.9338 -3.2325 0.328 -0.819 -0.868 0.00
H 2.4054 -3.6988 -2.5867 -1.301 -0.266 -0.323 0.00
H 0.6084 -3.3460 -2.9664 0.485 0.364 -0.195 0.00
H 2.1377 -6.3143 -1.4607 -0.075 0.226 0.431 0.00
H 1.7626 -7.1326 0.8171 -1.029 0.702 0.172 0.00
H -0.8299 -5.1478 4.5577 0.026 0.258 -1.354 0.00
C 0.7487 -0.2980 -3.0265 0.099 1.066 -1.100 0.03
O -0.0267 -1.2869 -2.4469 -0.503 -1.103 0.742 0.27
H 1.1276 0.3990 -2.2855 0.232 0.065 0.168 0.01
H 0.1265 0.3158 -3.7210 0.262 -0.416 0.356 0.01
H 1.5967 -0.6903 -3.6423 -0.570 -0.077 0.588 0.00
C -0.8898 0.2896 -0.3866 -0.340 1.852 0.210 0.20
C -0.9000 1.5321 -0.2592 -0.061 -2.025 -0.851 0.09
C -0.7889 2.9203 -0.0973 -0.019 -0.639 1.503 0.31
C -0.5340 3.3300 1.3041 0.006 -0.023 -0.092 0.02
C -0.9991 4.4766 1.9416 -0.350 0.050 0.472 0.05
C -0.6349 4.7645 3.2828 -2.050 1.470 -0.731 0.00
C 0.0531 3.8362 3.9888 1.683 -1.722 1.243 0.04
C 0.4952 2.6397 3.3697 0.119 0.879 1.745 -0.01
C 0.2183 2.4255 2.0480 0.135 0.248 1.231 0.03
C -0.6971 3.8156 -1.1804 -0.835 0.766 -1.499 0.02
C -1.1855 3.4401 -2.4584 -0.174 -1.080 0.665 0.08
C -1.0297 4.2269 -3.5593 -0.633 0.732 -0.281 0.00
C -0.4740 5.4833 -3.4356 0.604 0.303 0.719 0.10
C -0.0634 5.9177 -2.1708 0.379 -0.166 -0.277 -0.01
C -0.1803 5.1225 -1.0504 0.271 -1.135 0.583 0.08
H -1.8092 5.0409 1.4750 0.613 0.265 -0.074 0.00
H -1.0954 5.6886 3.7458 0.788 -1.209 -0.450 0.00
H 0.3529 3.8478 5.0618 -0.625 0.835 -0.861 0.00
H 1.0432 1.9864 4.1001 -0.507 0.140 -1.465 0.00
H 0.4961 1.5193 1.6135 0.563 -1.215 -0.750 0.00
H -1.7264 2.4966 -2.5552 0.292 0.128 0.100 0.00
H -1.4848 3.9821 -4.5004 0.067 -0.488 -0.315 0.00
H -0.3003 6.0929 -4.3065 -0.087 0.211 -0.069 0.01
H 0.4790 6.8330 -2.0949 0.052 0.701 0.101 0.00
H 0.2176 5.3196 -0.0428 -0.112 0.659 -0.827 0.00


14
Properties=species:S:1:pos:R:3:forces:R:3:nbo_charge:R:1 method="wB97M-V/def2-TZVPD" total_energy_ha=-419.1031 max_force_ha_per_bohr=0.027 relative_energy_kcal_mol=13.2 homo_lumo_gap_ev=11.6002 smiles="O=CO.O.O.O" multiplicity=1
O 2.1403 1.7378 -0.7020 0.014 0.104 -0.362 -0.59
C 2.6736 0.6585 -0.6597 -0.769 0.611 0.377 0.67
O 2.1869 -0.3568 0.0629 0.113 -0.516 -1.047 -0.72
H 3.5824 0.4859 -1.2287 0.468 -0.414 0.256 0.12
H 1.2446 -0.5226 -0.1910 0.266 -0.044 0.756 0.54
O -0.1169 -1.9257 0.2814 0.466 1.026 0.771 -0.97
H -0.6673 -1.4642 0.9444 0.048 -0.392 -0.641 0.50
H -0.6347 -2.6178 -0.1033 -0.590 -0.447 -0.211 0.48
O -2.8994 -0.2103 0.8219 -0.280 -0.509 1.033 -0.96
H -3.8057 -0.5328 0.7765 0.099 0.072 -0.028 0.47
H -2.6836 0.1069 -0.0412 0.379 0.424 -0.971 0.49
O -0.5853 1.3749 -0.2216 0.037 -0.442 -0.684 -0.99
H -0.7958 1.7129 0.6415 0.019 0.241 0.528 0.47
H 0.3609 1.5532 -0.3811 -0.271 0.287 0.224 0.49


7
Properties=species:S:1:pos:R:3:forces:R:3:nbo_charge:R:1 method="wB97M-V/def2-TZVPD" total_energy_ha=-261.6037 max_force_ha_per_bohr=0.046 total_charge=-1 relative_energy_kcal_mol=18.2 homo_lumo_gap_ev="8.0111 / 8.1683" multiplicity=1
N 1.5505 -0.5419 -0.4725 1.355 0.095 -1.307 -0.43
N 0.3118 0.5252 1.1595 -0.379 1.410 1.373 -0.33
O -1.7451 -0.0296 -0.2303 -0.305 -1.556 1.742 -1.24
O 1.3370 0.3874 0.4244 1.010 -0.457 0.298 -0.08
H -1.5946 0.5747 -0.9117 0.243 1.525 -1.801 0.41
H 0.7442 -1.1182 -0.6551 -1.315 0.060 0.614 0.30
H -0.6038 0.2022 0.6857 -0.608 -1.078 -0.918 0.37